(1)
This record from the Open Molecules 2025 dataset describes 2 unconnected molecules or ions with the total composition C2Cl3NO2. The level of theory is ωB97M-V with the def2-TZVPD basis set.

Last columns: bonded neighbours and bond lengths (Å).
Positions of all 8 atoms, in Å:
1 N 2.30100 -0.44288 -0.26361  O6 1.162, O8 1.199
2 Cl -0.73564 -1.62867 0.31386  C3 1.615
3 C -1.30797 -0.11917 0.27114  Cl2 1.615, C5 1.289, Cl7 1.788
4 Cl -0.76968 2.45572 0.79480  C5 1.559
5 C -0.70902 0.89759 0.79079  C3 1.289, Cl4 1.559
6 O 1.46652 0.31210 0.02710  N1 1.162
7 Cl -2.50196 -0.00386 -1.05534  C3 1.788
8 O 2.25674 -1.47085 -0.87873  N1 1.199

Computed properties:
* relative energy (zero: lowest compared OMol25 entry of this formula, charge and spin): 82.7 kcal per mole
* charge: 0
* spin multiplicity: 1
* orbital gap (spin up / spin down): 7.867 / 7.422 eV

Mulliken atomic charge list, values in e, 6 entries: 0.6848 -0.1451 0.3609 -0.1099 0.1166 -0.3621



(2)
This record from the Open Molecules 2025 dataset describes 2 unconnected molecules or ions with the total composition C2Cl3O3S. The level of theory is ωB97M-V with the def2-TZVPD basis set.

Last columns: bonded neighbours and bond lengths (Å).
Positions of all 9 atoms, in Å:
1 S -2.90157 -0.03274 -0.25686  O3 1.490, O4 1.482, Cl7 2.489
2 C 2.37191 -0.09680 -0.06717  O5 1.191, Cl9 1.724
3 O -3.37168 -0.75624 0.95771  S1 1.490
4 O -3.61222 -0.41367 -1.49986  S1 1.482
5 O 2.84126 0.85664 -0.60427  C2 1.191
6 Cl 0.04681 1.68113 0.66187  C8 1.649
7 Cl -0.53364 -0.75970 -0.50390  S1 2.489, C8 1.779
8 C 0.29998 0.06082 0.83652  Cl6 1.649, Cl7 1.779
9 Cl 3.30731 -1.52428 0.17956  C2 1.724

Computed properties:
* relative energy (zero: lowest compared OMol25 entry of this formula, charge and spin): 69.8 kcal per mole
* charge: -1
* spin multiplicity: 1
* orbital gap (spin up / spin down): 6.744 / 6.745 eV

Mulliken atomic charge list, values in e, 6 entries: 0.6874 0.2414 -0.4549 -0.4888 -0.4116 -0.1199



(3)
This record from the Open Molecules 2025 dataset describes 2 unconnected molecules or ions with the total composition C2Cl4NO2. The level of theory is ωB97M-V with the def2-TZVPD basis set.

Last columns: bonded neighbours and bond lengths (Å).
Positions of all 9 atoms, in Å:
1 N -0.71302 0.64814 -1.12515  Cl2 1.691, C4 1.499
2 Cl 0.03697 1.94619 -0.34299  N1 1.691
3 Cl -0.11623 -1.36082 1.10017  C4 2.195
4 C -1.48467 -0.16361 -0.12884  N1 1.499, Cl3 2.195, Cl5 1.718, Cl6 1.694
5 Cl -2.43131 0.58691 1.09229  C4 1.718
6 Cl -2.34107 -1.43559 -0.84917  C4 1.694
7 C 2.36253 -0.06421 0.07821  O8 1.133, O9 1.132
8 O 2.21586 -0.61113 -0.90329  C7 1.133
9 O 2.47094 0.45411 1.07876  C7 1.132

Computed properties:
* relative energy (zero: lowest compared OMol25 entry of this formula, charge and spin): 17.3 kcal per mole
* charge: -1
* spin multiplicity: 1
* orbital gap (spin up / spin down): 7.405 / 7.404 eV

Mulliken atomic charge list, values in e, 6 entries: -0.3745 -0.2046 -0.4754 0.3588 -0.1352 -0.1432



(4)
This record from the Open Molecules 2025 dataset describes 2 unconnected molecules or ions with the total composition C2ClF3. The level of theory is ωB97M-V with the def2-TZVPD basis set.

Last columns: bonded neighbours and bond lengths (Å).
Positions of all 6 atoms, in Å:
1 C 0.10316 0.70187 -0.36304  C3 1.310, F4 1.310, F6 1.395
2 F 0.60563 -1.65711 -0.19395  C3 1.255
3 C 0.09137 -0.53961 0.05340  C1 1.310, F2 1.255
4 F 1.06143 1.39294 -0.92807  C1 1.310
5 Cl -2.09403 -1.59799 2.46589  no bonds
6 F -1.06417 1.40590 -0.06615  C1 1.395

Computed properties:
* relative energy (zero: lowest compared OMol25 entry of this formula, charge and spin): 131.9 kcal per mole
* charge: 0
* spin multiplicity: 1
* orbital gap (spin up / spin down): 5.401 / 5.527 eV

Here is what Mulliken gives for the atomic charges, in e: 0.3155 -0.0670 0.3801 -0.1507 -0.3221 -0.1558